Density functional theory data (ωB97M-V/def2-TZVPD) for a structure of composition C18H44Li2N2O6.

Output
Calculated total energy   -35044.99893 eV
2S+1   2
Maximum force   4.6 eV/A
Frontier orbital gap (alpha / beta)   8.1 / 4.5 eV
⟨S²⟩   0.755
Total charge   +1

```
72
C18H44Li2N2O6 | the Open Molecules 2025 dataset | ωB97M-V/def2-TZVPD
Li -2.3839 -0.6282 0.9018
Li -1.0251 0.5679 -1.3767
C -0.6835 3.2769 1.3393
C -0.3302 1.7756 1.5476
C -0.5489 1.4409 3.0232
O -1.2335 1.0505 0.7317
H -0.4997 3.4922 0.2867
H -0.0578 3.9545 1.9201
H -1.6942 3.6352 1.5349
H 0.7342 1.6359 1.3586
H -0.2268 2.1756 3.7611
H 0.1671 0.7021 3.3832
H -1.5402 1.1117 3.3349
C -2.5462 -3.4743 -1.9605
C -2.0483 -2.0448 -2.2819
C -3.0193 -1.4251 -3.3136
O -2.0646 -1.3181 -1.0827
H -1.8722 -3.8826 -1.2075
H -2.5432 -4.0399 -2.8924
H -3.5820 -3.7188 -1.7249
H -1.0693 -1.9390 -2.7495
H -3.0462 -2.0368 -4.2153
H -2.6504 -0.4673 -3.6806
H -4.0748 -1.4132 -3.0419
C -3.6172 1.9445 -2.1673
O -2.3153 1.7174 -2.7586
C -1.3701 2.8222 -2.6954
C 0.0196 2.2562 -3.1125
N 0.6534 1.4456 -2.0610
C 1.8613 0.7532 -2.3914
C 3.0154 1.7903 -2.4917
O 3.1751 2.5739 -1.3206
C 3.7650 3.7748 -1.3890
H -3.4434 2.0316 -1.0947
H -4.1352 1.0146 -2.4018
H -4.0130 2.7840 -2.7389
H -1.3173 3.2877 -1.7112
H -1.6739 3.5286 -3.4679
H 0.7004 3.0996 -3.2284
H -0.1123 1.6572 -4.0136
H 0.8877 2.0878 -1.3176
H 1.6978 0.1827 -3.3057
H 2.2566 -0.0051 -1.7156
H 2.7267 2.4809 -3.2840
H 3.9733 1.3028 -2.6731
H 4.7937 3.5700 -1.6855
H 3.6875 4.4188 -0.5130
H 3.5262 4.3904 -2.2563
C 1.6981 -2.9553 -1.7310
O 2.0801 -2.8920 -0.3435
C 1.1345 -2.0490 0.3389
C 1.2044 -1.9535 1.8578
N 0.8864 -3.1328 2.7070
C 1.4214 -3.0732 4.0929
C 1.0975 -1.8385 4.9269
O -0.0208 -2.2825 5.6970
C -0.6874 -1.3105 6.3685
H 2.4659 -3.5007 -2.2797
H 1.7643 -1.9734 -2.1994
H 0.7132 -3.4150 -1.8123
H 0.1567 -2.5153 0.2182
H 1.1036 -1.0469 -0.0887
H 0.5574 -1.1173 2.1229
H 2.2416 -1.6727 2.0407
H 1.3822 -3.8254 2.1643
H 2.4865 -2.9642 3.8881
H 1.1999 -4.0034 4.6162
H 1.0717 -0.9851 4.2493
H 1.8588 -1.6575 5.6857
H -0.9487 -0.4773 5.7161
H -0.1842 -0.8857 7.2370
H -1.5859 -1.8132 6.7262
```